(1)
Density functional theory data (ωB97M-V with the def2-TZVPD basis set) for a structure of composition C50H40EuF5N7O2PS2 at a distorted geometry.

## Properties
E_LUMO (spin up / spin down) (eV): -6.3199 / -5.7113
HOMO level (spin up / spin down) (eV): -12.189 / -12.210
Electronic energy (a.u.): -4810.09730
Net charge: +2
Spin multiplicity: 7

```
108
Properties=species:S:1:pos:R:3:forces:R:3
Eu -19.4083 4.6480 4.5361 -0.07 0.33 0.13
C -24.0277 6.1788 5.0380 -1.32 0.57 -0.46
O -23.8446 5.0870 5.9362 0.57 -1.00 0.39
C -22.5592 4.7463 5.8139 0.27 -0.37 0.08
N -21.8014 5.4883 5.1047 -0.13 -0.44 0.21
C -22.6461 6.6128 4.6414 0.96 0.58 -0.65
C -23.3871 6.8096 1.9405 0.06 0.19 -0.48
C -22.0445 6.7401 1.0693 -0.86 -1.08 -0.32
C -21.6204 8.0656 0.5589 0.07 0.52 0.31
C -22.4229 9.1332 0.5627 -0.14 0.10 -0.01
C -23.8381 9.0617 1.0383 0.61 -0.13 -0.04
C -24.2970 7.9693 1.6513 0.32 0.27 0.19
C -22.0332 3.5125 6.4761 0.42 -0.02 -0.17
C -22.7009 2.7582 7.4253 0.09 -0.05 0.18
C -22.0218 1.6737 8.0055 -0.88 -0.28 -0.29
C -20.7905 1.2703 7.5180 -0.18 1.07 0.13
C -20.1900 2.1065 6.5789 0.05 -0.20 0.07
N -20.7732 3.2065 6.0913 -0.13 -0.25 0.10
C -18.7767 1.8734 6.1686 -0.24 0.01 0.43
N -18.1129 2.6765 5.4412 0.48 0.05 -0.12
C -16.6522 2.2802 5.6295 -1.10 -1.02 -0.74
C -16.8485 0.8186 6.1403 0.95 1.40 0.14
O -18.1412 0.8515 6.7405 -0.83 -0.11 0.28
C -15.7667 2.3363 4.4209 0.24 0.53 0.69
C -14.5246 2.9609 4.5790 -0.31 -0.71 -0.44
C -13.5928 2.9086 3.5613 -1.87 -0.58 0.04
C -13.9553 2.3173 2.3563 0.78 0.21 -0.28
C -15.2041 1.7788 2.1661 -0.78 -0.51 0.15
C -16.1125 1.7456 3.2290 0.29 0.25 -0.40
H -24.6092 6.9229 5.5630 0.02 0.29 0.11
H -24.6223 5.8505 4.1811 0.06 -0.20 0.18
H -22.3285 7.4846 5.2179 -0.05 -0.08 0.08
H -21.9979 5.9764 0.2490 -0.23 0.45 0.68
H -20.5799 8.1489 0.2410 -0.25 0.00 -0.18
H -22.0105 10.0758 0.1918 -0.41 -0.23 0.14
H -24.4894 9.9179 0.9108 0.11 -0.02 -0.14
H -25.3164 7.9269 2.0233 -0.01 -0.02 -0.10
H -23.7172 3.0132 7.7292 0.37 0.02 -0.05
H -22.5362 1.1023 8.7817 0.28 0.15 -0.21
H -20.2545 0.4366 7.9222 0.12 -0.34 0.05
H -16.2594 2.9454 6.3818 0.10 0.15 0.42
H -16.1049 0.5545 6.8832 -0.06 -0.19 0.09
H -16.8444 0.1222 5.3203 -0.05 -0.37 -0.34
H -14.3012 3.4325 5.5144 0.19 0.23 0.35
H -12.6543 3.3150 3.7337 1.67 0.68 0.00
H -13.2258 2.2761 1.5580 -0.04 0.02 -0.07
H -15.4825 1.3182 1.2221 0.13 0.10 0.08
H -17.0890 1.2987 3.1302 -0.17 -0.20 -0.20
N -21.8517 2.7021 2.5693 -0.42 0.81 -0.27
P -20.3196 2.0236 2.8920 0.13 0.47 0.20
C -19.7573 1.3181 1.3269 0.32 0.10 -0.19
C -20.2923 0.1355 0.8262 -0.77 -0.26 0.72
C -19.8415 -0.4013 -0.3596 -0.11 -0.08 -0.34
C -18.8253 0.2331 -1.0561 0.60 -0.41 -0.44
C -18.2239 1.3705 -0.5251 0.12 0.30 -0.83
C -18.7227 1.9508 0.6187 -0.44 -0.82 0.61
C -20.8392 0.5739 3.8469 0.30 -0.04 -0.23
C -22.0950 0.4169 4.4185 -0.33 1.58 -0.19
C -22.4374 -0.7157 5.0936 -0.48 -0.95 0.34
C -21.5343 -1.7565 5.1762 0.44 -0.34 0.59
C -20.2324 -1.5953 4.6956 -0.53 -0.07 -0.11
C -19.8952 -0.4318 4.0128 0.09 -0.53 0.41
C -22.0722 4.0530 2.3675 -0.28 0.25 -0.08
C -23.5051 4.3330 2.0209 0.04 -1.07 0.16
C -24.1165 5.5086 1.8992 0.84 0.10 0.04
C -22.3927 6.9904 3.1577 -0.87 0.81 0.54
C -21.3133 6.3257 2.3528 1.78 -0.13 -0.66
N -21.1139 4.9003 2.5729 -0.08 -0.51 -0.07
H -22.5986 2.1510 2.1809 -0.01 -0.45 0.03
H -21.0820 -0.3787 1.4000 0.45 0.22 -0.40
H -20.2856 -1.3104 -0.7466 0.04 0.05 0.02
H -18.4592 -0.2113 -1.9987 -0.19 0.38 0.63
H -17.3886 1.8529 -1.0360 -0.26 -0.21 0.05
H -18.2657 2.8267 1.0161 0.28 0.63 0.22
H -22.8053 1.2442 4.4008 0.09 -0.17 -0.22
H -23.4177 -0.8444 5.5523 0.17 0.20 -0.21
H -21.8542 -2.6559 5.7027 0.34 0.08 -0.23
H -19.5115 -2.3898 4.8143 0.08 -0.04 0.00
H -18.8890 -0.3413 3.6215 0.00 0.09 -0.16
H -24.1242 3.4252 1.9584 0.28 0.43 -0.02
H -25.1885 5.5429 1.7332 0.04 -0.11 -0.06
H -22.1716 8.0642 3.1000 0.00 -0.23 0.28
H -20.3033 6.7763 2.4056 -0.50 -0.05 0.24
F -16.0458 6.4125 10.5941 0.12 0.03 -0.12
C -16.1895 6.2107 9.2894 0.52 0.22 0.32
C -17.3674 5.6816 8.8190 -0.91 -0.28 -0.06
F -18.3726 5.3522 9.6590 0.60 0.24 -0.45
C -17.5144 5.4900 7.4563 0.13 -0.04 0.56
F -18.6822 4.9816 7.0163 -0.89 -0.34 0.02
C -16.5356 5.7426 6.5277 -0.08 0.09 -0.38
S -16.7615 5.4777 4.8180 0.01 0.11 -0.51
C -15.3483 6.2446 7.0328 0.89 0.35 0.62
F -14.3375 6.4848 6.1913 -0.13 0.08 0.22
C -15.1574 6.5059 8.3970 0.03 -0.12 -0.28
F -14.0022 7.0049 8.8584 -0.64 -0.28 -0.34
C -17.4521 8.5190 2.9239 -0.10 -0.16 -0.05
N -17.4308 8.8397 4.3408 0.57 0.66 0.89
C -16.4487 9.6173 4.9464 0.08 0.11 0.77
C -16.6391 9.5991 6.3006 -0.59 -0.49 -1.66
N -17.7456 8.7918 6.4822 -0.03 0.17 0.13
C -18.2216 8.3542 5.3081 -0.43 -0.49 -0.29
S -19.6665 7.4514 5.1155 0.01 0.04 0.05
H -16.8005 9.2164 2.3965 0.24 -0.33 0.18
H -18.4318 8.6718 2.4898 -0.41 -0.06 0.23
H -17.1598 7.4654 2.8183 0.13 0.40 -0.20
H -15.7190 10.1430 4.3677 0.20 0.04 -0.13
H -16.1756 10.0974 7.1145 0.42 0.24 0.28
H -18.1894 8.5891 7.3667 -0.02 -0.01 -0.17
```
Positions in Å, forces in eV/Å.



(2)
Density functional theory data (ωB97M-V with the def2-TZVPD basis set) for a structure of composition C50H40IN2O3P2STc at a distorted geometry.

## Properties
E_LUMO (spin up / spin down) (eV): -8.6559 / -10.4605
HOMO level (spin up / spin down) (eV): -15.702 / -15.900
Electronic energy (a.u.): -3723.01993
Net charge: +3
Spin multiplicity: 4

```
100
Properties=species:S:1:pos:R:3:forces:R:3
Tc 0.2461 -0.0610 -0.0573 0.12 -0.36 1.02
O -2.0852 2.2129 -0.3595 -0.04 -0.22 0.25
S -2.1024 1.0417 0.5693 0.19 0.31 -0.70
C -1.9208 1.7581 2.1962 -0.14 -0.21 -0.05
C -2.9878 2.3293 2.8767 0.01 0.00 0.06
C -2.7364 3.1547 3.9620 -0.05 0.05 0.09
C -1.4315 3.4155 4.3560 0.05 0.03 0.03
C -0.3722 2.7977 3.7050 -0.05 0.05 0.07
C -0.6064 1.9527 2.6240 0.14 0.10 0.01
P 0.7689 0.9057 2.0575 -0.12 -0.32 -0.10
C 0.8763 -0.2558 3.4480 0.03 -0.09 -0.08
C 1.6228 0.0944 4.5773 0.01 -0.01 0.01
C 1.5653 -0.7006 5.7126 0.00 0.03 0.00
C 0.7646 -1.8365 5.7329 0.02 -0.02 0.07
C 0.0218 -2.1846 4.6128 -0.03 0.02 -0.02
C 0.0746 -1.3940 3.4738 0.01 0.08 0.14
C 2.2941 1.8374 2.0738 0.06 -0.03 -0.17
C 3.4800 1.1308 2.3057 -0.02 0.05 0.00
C 4.6860 1.8090 2.3226 0.06 0.02 -0.06
C 4.7163 3.1799 2.0818 0.05 -0.04 0.01
C 3.5430 3.8730 1.8154 0.03 0.07 -0.03
C 2.3284 3.2037 1.8053 -0.10 0.07 -0.01
C -3.7716 0.4282 0.3621 -0.03 -0.35 -0.07
C -4.7808 1.3918 0.3805 0.16 -0.04 -0.10
C -6.0750 1.0194 0.0704 -0.16 -0.01 -0.05
C -6.3619 -0.2930 -0.2898 -0.13 0.05 -0.01
C -5.3533 -1.2382 -0.3609 0.00 -0.13 0.06
C -4.0404 -0.8882 -0.0462 0.42 0.57 0.20
P -2.7746 -2.1906 -0.0754 -0.93 -0.53 0.41
C -3.3232 -3.2544 1.2755 0.16 0.13 -0.17
C -3.7634 -4.5678 1.0702 0.01 0.00 0.05
C -4.3211 -5.2722 2.1270 0.03 -0.06 -0.05
C -4.4167 -4.6915 3.3867 -0.02 -0.01 0.03
C -3.9677 -3.3886 3.5971 0.02 0.00 0.02
C -3.4254 -2.6715 2.5486 0.06 0.01 -0.05
C -2.7820 -3.0541 -1.6197 0.28 0.25 0.11
C -3.4223 -2.5275 -2.7517 -0.02 -0.01 -0.05
C -3.4272 -3.2584 -3.9248 0.02 0.04 -0.03
C -2.7579 -4.4783 -3.9918 0.00 0.03 0.00
C -2.0690 -4.9736 -2.8858 0.05 -0.02 -0.05
C -2.0605 -4.2584 -1.7058 0.00 -0.06 0.05
H -4.0084 2.1451 2.5836 -0.01 -0.02 -0.02
H -3.5681 3.6046 4.4933 0.09 -0.04 -0.05
H -1.2370 4.0827 5.1884 -0.02 -0.07 -0.07
H 0.6422 2.9596 4.0529 -0.08 -0.01 0.00
H 2.2510 0.9783 4.5760 -0.07 -0.08 0.04
H 2.1464 -0.4279 6.5859 -0.04 -0.03 -0.06
H 0.7198 -2.4492 6.6273 0.02 0.06 -0.11
H -0.6026 -3.0713 4.6305 0.04 0.05 -0.02
H -0.5029 -1.6604 2.6021 -0.06 0.02 -0.01
H 3.4517 0.0643 2.5084 0.04 0.08 -0.03
H 5.6059 1.2732 2.5273 -0.07 0.04 0.00
H 5.6617 3.7101 2.1096 -0.07 -0.03 -0.01
H 3.5718 4.9395 1.6281 0.00 -0.05 0.01
H 1.4101 3.7532 1.6145 0.09 -0.05 0.01
H -4.5499 2.4319 0.5745 0.01 -0.09 -0.03
H -6.8618 1.7654 0.0876 0.05 -0.09 0.00
H -7.3790 -0.5771 -0.5353 0.08 0.02 0.01
H -5.5866 -2.2571 -0.6528 0.02 0.08 0.01
H -3.7126 -5.0256 0.0921 -0.01 0.01 0.00
H -4.6916 -6.2783 1.9604 0.04 0.11 0.03
H -4.8567 -5.2504 4.2061 0.05 0.06 -0.09
H -4.0517 -2.9310 4.5762 -0.01 -0.05 -0.07
H -3.1009 -1.6496 2.7131 0.02 0.02 0.00
H -3.9275 -1.5702 -2.7105 -0.01 -0.05 0.02
H -3.9487 -2.8749 -4.7926 0.03 -0.03 0.02
H -2.7554 -5.0366 -4.9196 -0.03 0.00 0.04
H -1.5357 -5.9137 -2.9528 -0.03 0.05 0.00
H -1.5111 -4.6340 -0.8479 -0.05 0.03 -0.07
C -0.1669 -4.4805 1.7670 0.08 -0.03 -0.13
C 0.9662 -4.1991 0.8164 -0.04 -0.09 0.02
N 1.7602 -5.2137 0.5148 0.17 -0.02 -0.04
C 2.8174 -5.0564 -0.2932 -0.47 -0.16 0.30
C 3.1758 -3.8418 -0.8303 0.06 0.03 -0.23
C 4.4339 -3.7730 -1.6680 -0.13 0.15 -0.03
O 4.2532 -2.9191 -2.7961 -0.07 -0.12 0.11
C 2.3413 -2.7448 -0.5354 -0.12 0.26 0.01
C 2.7511 -1.4391 -0.9711 0.00 0.44 -0.06
N 2.1972 -0.2784 -0.7438 0.22 -0.23 -0.21
C 3.0003 0.8540 -1.1772 -0.01 -0.16 0.04
C 4.3888 0.8190 -1.1011 0.12 -0.18 0.11
C 5.1528 1.8573 -1.6080 0.07 0.03 -0.01
C 4.5448 2.9544 -2.2017 0.07 0.06 -0.03
C 3.1606 3.0317 -2.2362 0.01 0.14 -0.08
C 2.4189 1.9912 -1.7109 -0.33 0.00 0.03
I 0.3488 2.2059 -1.5355 0.14 0.01 -0.03
C 1.1968 -2.9327 0.2510 -0.07 0.17 0.07
O 0.3139 -1.9316 0.4613 -0.01 0.49 -0.40
H 0.2211 -5.0669 2.5993 -0.01 0.03 0.01
H -0.9309 -5.0932 1.2829 0.04 0.00 0.03
H -0.6354 -3.5735 2.1432 0.05 -0.15 -0.07
H 3.3970 -5.9504 -0.5045 -0.07 0.06 0.04
H 4.6843 -4.7848 -1.9764 0.02 -0.09 -0.04
H 5.2575 -3.4188 -1.0432 0.12 0.10 0.02
H 4.7968 -3.2272 -3.5292 0.03 0.01 0.05
H 3.6654 -1.4207 -1.5485 0.05 -0.01 0.00
H 4.8803 -0.0222 -0.6241 0.00 0.10 -0.02
H 6.2332 1.8092 -1.5331 -0.09 -0.01 -0.02
H 5.1412 3.7589 -2.6192 -0.07 -0.10 0.06
H 2.6685 3.8943 -2.6741 0.07 -0.07 0.07
```
Positions in Å, forces in eV/Å.